No. 1
Computed, not measured: the ion C2H10NOSi with charge +1 in a non-equilibrium geometry, with ωB97M-V/def2-TZVPD.

E: -501.40869 Ha
structure (SMILES): CO[SiH2]C[NH3+]
ΔE to the lowest compared entry with this formula, charge and spin: 1.287 eV
net charge: +1

Element x y z (Å)
1 Si 0.31492 1.28524 -0.01662
2 O 1.31925 0.05162 0.48907
3 N -1.68506 -0.77203 -0.32341
4 C -1.58596 0.56580 0.43891
5 C 2.39356 -0.67111 0.03114
6 H -1.70296 0.30935 1.45758
7 H 0.11591 1.39436 -1.44479
8 H -1.43941 -0.68365 -1.29751
9 H 0.63151 2.35284 0.90004
10 H 2.06202 -1.70671 0.13752
11 H -2.63551 -1.10704 -0.13310
12 H 2.53864 -0.34351 -1.06263
13 H -2.52248 1.28103 0.12111
14 H -1.14162 -1.45061 0.06731
15 H 3.33718 -0.50559 0.63538

Cartesian forces (eV/Å) of the 3 atoms listed first:
-0.80 -2.22 1.98
-2.66 2.24 0.60
-2.88 2.64 0.24

Atomic partial charges in e from the Löwdin method, atoms 1 to 6: number 1, Si, carries 0.71; number 2, O, carries -0.38; number 3, N, carries 0.14; number 4, C, carries -0.20; number 5, C, carries -0.16; number 6, H, carries 0.05



No. 2
Computed, not measured: a structure of composition C23H55F3N12O23Ta in a non-equilibrium geometry, with ωB97M-V/def2-TZVPD.

E: -3652.33130 Ha
net charge: -1

Element x y z (Å)
1 Ta -0.69304 -0.51250 2.20164
2 F -2.17758 1.54534 -4.35743
3 F -1.01070 0.40868 -2.98094
4 F -3.16705 0.22491 -2.96728
5 O 1.56169 2.65254 -2.16397
6 O -5.86040 6.83726 5.36359
7 O -1.92527 4.29493 5.02601
8 O -0.42624 -0.46715 -8.51400
9 O 0.74848 1.33738 -8.45568
10 O 1.97873 1.82880 -0.21103
11 O -2.26494 -3.14343 8.82903
12 O -2.73843 2.30567 5.18596
13 O 3.12333 -2.29447 -2.60303
14 O -4.28106 -3.50120 9.49567
15 O -3.35687 -3.26653 2.99036
16 O -4.87804 5.13852 6.25174
17 O 4.79679 2.94562 -5.11156
18 O -2.84439 1.99274 -0.88938
19 O 6.09805 0.17622 -9.30979
20 O -4.72109 -2.34093 4.38213
21 O 6.80723 0.07845 -1.45641
22 O 7.89165 -1.66091 -0.79462
23 O -4.86051 -3.55453 -0.81434
24 O 4.83179 1.21741 -7.91152
25 O 2.39249 -3.91160 -3.82175
26 O -6.85702 -3.87104 -0.06762
27 O 3.42665 1.29069 -4.93917
28 N 2.31779 2.27043 -1.28065
29 N -3.41248 -3.48289 8.64450
30 N -2.42354 3.37687 5.65105
31 N 3.72632 -1.38081 2.89172
32 N 5.03022 0.62106 -8.94929
33 N -4.46294 -2.98321 3.37340
34 N -6.01837 -3.86955 -0.95120
35 N 3.75265 2.38184 -5.35756
36 N 0.04825 0.48563 -7.93824
37 N -5.32712 5.75167 5.30341
38 N 7.27994 -1.02487 -1.62479
39 N 2.23278 -2.98179 -3.05314
40 C 3.34202 -1.16140 1.61412
41 C 0.89017 0.04641 5.00770
42 C -2.02159 1.00803 -0.18333
43 C -5.20388 5.12130 3.95795
44 C 5.08275 -1.58901 2.90112
45 C 3.84890 0.40704 -9.82786
46 C -2.69268 3.58847 7.09441
47 C 2.84900 -1.39107 4.06142
48 C -2.06199 1.13087 1.31189
49 C 2.28721 0.00543 4.35095
50 C 2.77707 3.07514 -6.23901
51 C -6.47005 -4.29146 -2.30513
52 C 3.77825 2.35333 -1.56304
53 C -0.23920 0.63405 -6.48556
54 C 0.84007 -2.65149 -2.63884
55 C 7.07485 -1.63823 -2.96588
56 C -2.16049 1.08123 -3.06910
57 C 5.54542 -1.46299 1.60393
58 C -5.61978 -3.43424 2.55073
59 C -0.20487 0.65473 4.08512
60 C -3.80662 -3.91755 7.27589
61 C 4.42118 -1.20110 0.75049
62 C -2.28452 2.27885 -2.13465
63 H 6.00264 -1.71500 -3.12572
64 H 7.54362 -2.61475 -2.96914
65 H 5.64279 -1.80672 3.79191
66 H -2.36925 0.01972 -0.47606
67 H -7.25974 -3.61159 -2.60917
68 H -1.30943 2.75763 -2.02254
69 H 2.32670 -0.97055 1.31421
70 H -4.59586 -3.25513 6.93436
71 H -2.13676 2.84776 7.66338
72 H -1.09272 0.78401 4.69798
73 H 0.59346 -0.91327 5.43151
74 H 3.97587 1.74963 -2.44355
75 H -4.16382 -4.93985 7.35706
76 H -1.67845 2.09656 1.64784
77 H -4.70551 4.16464 4.06576
78 H 2.26255 0.57258 3.42296
79 H 4.31280 1.97631 -0.69809
80 H 0.63899 -1.62915 -2.94345
81 H 3.11805 -0.14377 -9.24411
82 H -2.08281 -1.35995 3.03914
83 H -2.94157 -3.85055 6.62679
84 H -5.23437 -3.97497 1.70395
85 H -2.95600 2.96730 -2.64514
86 H 0.16828 -3.34536 -3.12948
87 H 0.37880 -1.96189 2.66848
88 H 4.44836 -1.04840 -0.31105
89 H 6.56660 -1.54563 1.27589
90 H -3.07645 0.98326 1.68928
91 H 2.99386 0.49662 5.02007
92 H 3.45897 1.38058 -10.10739
93 H 0.97287 0.72057 5.86779
94 H 0.19381 1.63172 3.79319
95 H -6.84586 -5.30635 -2.22010
96 H 0.72658 0.33057 1.34957
97 H -1.00900 -1.43849 0.59963
98 H 4.01301 3.39643 -1.75390
99 H 0.77581 -2.74655 -1.55878
100 H 3.20060 4.02818 -6.53198
101 H 7.52866 -0.97657 -3.69730
102 H -1.31451 0.69763 -6.36644
103 H -5.62250 -4.23831 -2.97764
104 H -6.16655 -2.55185 2.23760
105 H -2.38016 4.59133 7.35664
106 H -6.23528 -4.06835 3.18307
107 H 2.60676 2.43672 -7.10004
108 H 4.16322 -0.15733 -10.69728
109 H -0.97944 1.08398 -0.50333
110 H 2.06906 -2.13539 3.93819
111 H 3.48739 -1.72536 4.87742
112 H -6.20901 5.00195 3.56556
113 H 0.15150 -0.24546 -5.98261
114 H -3.75556 3.46193 7.23270
115 H 1.86494 3.20846 -5.66371
116 H -4.62299 5.79627 3.33772
117 H 0.24811 1.53261 -6.13074

Cartesian forces (eV/Å) of the 3 atoms listed first:
-0.64 1.47 1.12
-0.11 0.11 -0.24
0.21 -0.38 0.25

Atomic partial charges in e from the Löwdin method, atoms 1 to 6: number 1, Ta, carries 1.41; number 2, F, carries 0.08; number 3, F, carries 0.13; number 4, F, carries 0.16; number 5, O, carries 0.02; number 6, O, carries 0.07



No. 3
Computed, not measured: a cluster of 2 separate species, C3H8S in total in a non-equilibrium geometry, with ωB97M-V/def2-TZVPD.

E: -517.15697 Ha
ΔE to the lowest compared entry with this formula, charge and spin: 3.364 eV

Element x y z (Å)
1 S -2.34374 -0.22763 -0.23982
2 C -0.77777 -0.90183 0.42469
3 C 0.46140 -0.51028 -0.48651
4 C 0.89593 0.90456 -0.16337
5 H 0.13772 -0.68061 -1.49483
6 H 0.15740 1.71585 -0.50714
7 H 1.80716 1.20399 -0.74468
8 H -0.60245 -0.65803 1.50401
9 H -0.80641 -2.03972 0.37527
10 H 1.07431 1.03835 0.88889
11 H 1.41105 -1.15995 -0.38148
12 H -1.41459 1.31532 0.82497

Cartesian forces (eV/Å) of the 3 atoms listed first:
2.43 3.03 2.83
1.67 -2.59 -0.40
0.51 -0.51 1.52

Atomic partial charges in e from the Löwdin method, atoms 1 to 6: number 1, S, carries 0.57; number 2, C, carries -0.72; number 3, C, carries -0.35; number 4, C, carries -0.19; number 5, H, carries 0.07; number 6, H, carries 0.06



No. 4
Computed, not measured: a structure of composition C45H26BiCl2I4N4S4Sb, with ωB97M-V/def2-TZVPD.

E: -6108.44187 Ha
ΔE to the lowest compared entry with this formula, charge and spin: 0.109 eV
net charge: -2

Element x y z (Å)
1 Bi 0.47406 -0.07099 -0.16192
2 I 3.25681 7.42372 5.70277
3 I -3.79734 -6.68067 -5.96313
4 I -0.36878 6.69702 -7.66640
5 I -3.82917 -4.62635 7.47546
6 Sb 1.96238 -3.35916 -0.30006
7 Cl 3.54186 1.56070 -0.81848
8 Cl 4.00256 0.59066 1.92558
9 S 0.85819 -2.26928 -2.31760
10 S 4.11940 -2.98284 -0.94900
11 S 1.54570 -1.99117 1.56746
12 S 1.13657 -5.46709 -0.16310
13 N -0.85952 0.27438 -2.18481
14 N -0.39235 0.72500 1.82663
15 N -1.26448 -1.45555 0.06403
16 N 0.13021 2.40179 -0.35222
17 C -0.40261 5.37041 -6.04002
18 C -3.26017 -1.57744 4.44556
19 C 0.55934 3.53713 -4.84330
20 C -1.59157 0.95913 -4.21592
21 C -1.61918 -3.26916 3.99480
22 C -0.99794 1.36816 -3.00546
23 C -1.78921 -0.41761 -4.12493
24 C -3.73209 -2.30813 5.53267
25 C 2.73939 4.23283 2.80292
26 C -0.45156 3.61433 -3.88746
27 C 0.18396 1.76203 2.50096
28 C 0.00897 1.54199 3.93234
29 C 3.28356 5.22498 3.61440
30 C 0.79025 2.89048 1.93640
31 C 1.09288 5.65402 4.53187
32 C -1.67423 -1.26727 2.51642
33 C 0.09766 3.10516 -1.55811
34 C -1.30583 -0.79745 -2.86064
35 C -2.07346 -4.00964 5.07936
36 C -3.12784 -3.51723 5.83537
37 C -2.60462 -3.02484 0.95818
38 C -0.46159 2.66551 -2.72911
39 C 0.71037 3.19640 0.55503
40 C -2.43024 -3.31966 -0.39776
41 C 0.57020 4.66247 3.70920
42 C -1.58682 -2.34152 -0.90812
43 C -0.92149 -4.36280 -3.67536
44 C -1.52894 -5.33997 -4.46287
45 C 1.10334 4.45830 -0.06259
46 C -2.87133 -5.22094 -4.76824
47 C 1.37821 3.92954 2.83538
48 C 0.59532 4.41369 -5.92154
49 C 2.45092 5.92424 4.47205
50 C -2.20184 -2.04362 3.67408
51 C -1.64238 -3.27833 -3.19931
52 C -1.86144 -1.87646 1.23377
53 C 0.71294 4.40253 -1.35536
54 C -1.03455 -2.19385 -2.30617
55 C -0.99318 -0.11702 2.77485
56 C -3.00362 -3.19880 -3.50646
57 C 4.38052 0.36810 0.20972
58 C -0.71753 0.41835 4.09041
59 C -1.43754 4.58160 -4.03391
60 C -3.62527 -4.15750 -4.29249
61 C -1.42263 5.46562 -5.10940
62 H 1.59446 5.27670 0.44342
63 H -2.19518 6.21600 -5.21310
64 H -3.58362 -2.37042 -3.11892
65 H -2.20547 -1.06933 -4.87768
66 H -1.83260 1.59847 -5.05401
67 H 0.39629 2.18487 4.70682
68 H -3.71962 -0.62865 4.19270
69 H 4.34427 5.43712 3.57914
70 H 0.82732 5.16516 -2.11205
71 H 4.08368 -0.63294 -0.09725
72 H -2.22738 4.64529 -3.29450
73 H -1.03637 -0.03144 5.01878
74 H 1.39085 4.34822 -6.65192
75 H -1.60626 -4.95397 5.32709
76 H -4.67993 -4.07738 -4.52197
77 H 0.12441 -4.46043 -3.41480
78 H -0.79302 -3.63012 3.38853
79 H -0.49234 4.44933 3.73551
80 H 1.32570 2.77780 -4.73366
81 H -4.55814 -1.93854 6.12553
82 H -3.19267 -3.58001 1.67452
83 H 5.44428 0.52527 0.08657
84 H 3.38375 3.67488 2.13271
85 H -0.95221 -6.18317 -4.81843
86 H 0.44732 6.21278 5.19668
87 H -2.82157 -4.16885 -0.93444

Cartesian forces (eV/Å) of the 3 atoms listed first:
-0.19 0.38 0.06
-0.02 -0.04 -0.03
0.02 0.04 0.03

Atomic partial charges in e from the Löwdin method, atoms 1 to 6: number 1, Bi, carries 1.58; number 2, I, carries 0.78; number 3, I, carries 0.78; number 4, I, carries 0.79; number 5, I, carries 0.78; number 6, Sb, carries -0.09



No. 5
Computed, not measured: a cluster of 2 separate species, ClH2NOS2 in total in a non-equilibrium geometry, with ωB97M-V/def2-TZVPD.

E: -1387.62982 Ha
ΔE to the lowest compared entry with this formula, charge and spin: 2.452 eV

Element x y z (Å)
1 Cl 0.68317 1.87670 -1.04674
2 S -2.05840 -0.51692 -0.26914
3 S 0.68286 -0.41964 0.87965
4 O 0.72533 0.68490 1.81096
5 N 1.30801 0.24381 -0.61049
6 H 0.83949 -0.37975 -1.27259
7 H -2.18046 -1.48910 0.50835

Cartesian forces (eV/Å) of the 3 atoms listed first:
0.42 -1.44 0.59
1.46 2.33 -1.35
-0.77 1.37 -1.49

Atomic partial charges in e from the Löwdin method, atoms 1 to 6: number 1, Cl, carries 0.50; number 2, S, carries 0.32; number 3, S, carries 0.79; number 4, O, carries -0.53; number 5, N, carries -0.68; number 6, H, carries -0.02



No. 6
Computed, not measured: a structure of composition C8H11IO2S in a non-equilibrium geometry, with ωB97M-V/def2-TZVPD.

E: -1157.54623 Ha
ΔE to the lowest compared entry with this formula, charge and spin: 4.477 eV

Element x y z (Å)
1 I 3.08476 1.14126 3.67900
2 S 0.44049 1.88129 2.08205
3 O 1.04455 -0.64861 0.18690
4 O 2.10923 1.67999 -0.74034
5 C 2.93738 0.46316 -0.70194
6 C -1.20737 -0.53381 1.74852
7 C 1.98403 -0.77559 -0.84564
8 C 1.28640 0.62925 2.80425
9 C -0.78259 0.80700 1.09621
10 C 0.18881 0.43337 -0.09287
11 C 0.85520 1.72858 -0.53831
12 C -1.82490 1.77180 0.68133
13 H -2.59736 1.35554 0.09551
14 H -0.45674 -0.95363 2.40271
15 H 3.41922 0.46635 0.31176
16 H -2.09178 -0.56695 2.34725
17 H 2.56023 -1.63930 -0.54176
18 H 1.54085 -0.47077 -1.83925
19 H 3.61326 0.68925 -1.46544
20 H -1.28547 -1.10784 0.85427
21 H -0.38439 0.09597 -1.00540
22 H -1.43889 2.58204 0.07391
23 H -2.17253 2.18562 1.69880

Cartesian forces (eV/Å) of the 3 atoms listed first:
0.26 0.40 0.21
0.25 -1.18 0.86
-0.52 -0.06 0.47

Atomic partial charges in e from the Löwdin method, atoms 1 to 6: number 1, I, carries 0.71; number 2, S, carries 0.86; number 3, O, carries -0.13; number 4, O, carries -0.07; number 5, C, carries -0.08; number 6, C, carries -0.05



No. 7
Computed, not measured: a cluster of 2 separate species, C4H7NO2 in total in a non-equilibrium geometry, with ωB97M-V/def2-TZVPD.

E: -361.60236 Ha
ΔE to the lowest compared entry with this formula, charge and spin: 7.578 eV

Element x y z (Å)
1 O 1.97852 0.21834 1.12053
2 O 1.50611 0.27536 -1.77110
3 N 1.28907 -0.35177 -0.54740
4 C -0.32737 -0.04137 1.06297
5 C -1.08276 -0.45051 -1.29923
6 C -1.01098 0.22486 2.13751
7 C -0.04095 -0.27533 -0.22471
8 H -2.03646 -0.70626 -0.84192
9 H 1.86780 1.17832 1.03469
10 H -0.78171 -1.22929 -2.00017
11 H -1.66710 1.08743 2.19305
12 H -1.20442 0.47566 -1.86313
13 H 2.36515 -0.06912 -2.05311
14 H -0.85490 -0.33633 3.05201

Cartesian forces (eV/Å) of the 3 atoms listed first:
0.04 0.10 -2.04
0.06 0.27 1.10
1.63 -0.29 0.30

Atomic partial charges in e from the Löwdin method, atoms 1 to 6: number 1, O, carries -0.13; number 2, O, carries 0.01; number 3, N, carries 0.01; number 4, C, carries -0.06; number 5, C, carries -0.03; number 6, C, carries 0.01



No. 8
Computed, not measured: a cluster of 2 separate species, H2INO2S in total in a non-equilibrium geometry, with ωB97M-V/def2-TZVPD.

E: -902.22648 Ha
ΔE to the lowest compared entry with this formula, charge and spin: 1.751 eV

Element x y z (Å)
1 I 2.44139 1.68339 1.16952
2 S 0.41536 -0.35815 -0.49117
3 O 0.65115 -1.68903 -0.05178
4 O 0.35459 0.05326 -1.83199
5 N -0.98977 0.04445 0.19460
6 H -1.42886 0.85436 0.04116
7 H -1.44387 -0.58829 0.96964

Cartesian forces (eV/Å) of the 3 atoms listed first:
-1.24 -1.31 -1.10
-0.95 0.43 2.43
0.88 -0.16 0.05

Atomic partial charges in e from the Löwdin method, atoms 1 to 6: number 1, I, carries -0.01; number 2, S, carries 0.51; number 3, O, carries -0.31; number 4, O, carries -0.29; number 5, N, carries -0.09; number 6, H, carries 0.02